A cluster of 14 separate species, C34H96O14 in total in a non-equilibrium geometry, computed with wB97M-V/def2-TZVPD.

Values from the calculation:
multiplicity	1
total charge	0
total energy	-2406.19068	Ha
orbital gap	10.1821	eV
E_LUMO	0.5	eV
energy above the lowest of the compared OMol25 structures with the same formula, charge and spin	394.2	kJ/mol

Atoms and positions in Å:
C1 2.803 -3.775 -0.900
O1 1.488 -4.287 -1.146
H1 3.096 -4.062 0.086
H2 3.587 -4.323 -1.454
H3 2.933 -2.730 -1.071
H4 1.020 -4.142 -0.298
C2 2.884 -2.807 3.946
O2 1.797 -2.104 3.435
H5 2.413 -3.700 4.354
H6 3.633 -2.951 3.174
H7 3.343 -2.311 4.831
H8 2.011 -1.358 2.870
C3 8.272 0.476 -4.003
O3 7.817 1.728 -4.409
H9 8.449 -0.057 -4.950
H10 9.207 0.607 -3.431
H11 7.583 -0.167 -3.443
H12 7.128 2.020 -3.804
C4 1.351 4.907 -0.582
O4 0.426 4.159 0.233
H13 0.942 4.980 -1.588
H14 1.527 5.909 -0.219
H15 2.341 4.405 -0.630
H16 0.472 4.441 1.134
C5 -5.764 -2.486 0.522
C6 -5.488 -1.107 0.026
C7 -4.583 -0.337 1.017
O5 -4.734 -1.257 -1.154
H17 -4.825 -3.034 0.512
H18 -6.394 -2.913 -0.195
H19 -6.183 -2.552 1.565
H20 -6.424 -0.509 -0.063
H21 -4.328 0.644 0.694
H22 -3.734 -0.926 1.160
H23 -5.122 -0.177 1.992
H24 -4.682 -0.519 -1.715
C8 6.748 2.810 1.012
C9 6.408 1.805 -0.159
C10 4.983 1.947 -0.616
O6 7.372 1.995 -1.180
H25 6.535 3.822 0.656
H26 7.837 2.703 1.256
H27 6.148 2.601 1.927
H28 6.510 0.760 0.107
H29 4.603 2.984 -0.780
H30 4.295 1.346 0.029
H31 4.995 1.390 -1.605
H32 8.264 2.016 -0.792
C11 -3.679 3.722 4.564
C12 -2.542 3.075 3.777
C13 -1.508 4.117 3.552
O7 -1.964 2.076 4.679
H33 -4.330 4.354 3.953
H34 -3.300 4.349 5.387
H35 -4.206 2.913 5.079
H36 -3.039 2.665 2.908
H37 -0.932 4.214 4.485
H38 -1.942 5.077 3.275
H39 -0.786 3.874 2.811
H40 -2.642 1.390 4.724
C14 -2.203 0.742 -5.175
C15 -2.809 1.122 -3.733
C16 -3.549 2.430 -3.814
O8 -3.674 0.180 -3.151
H41 -1.583 -0.183 -5.005
H42 -1.590 1.555 -5.615
H43 -3.011 0.486 -5.837
H44 -1.961 1.067 -3.035
H45 -4.309 2.504 -4.610
H46 -2.842 3.222 -4.102
H47 -4.060 2.760 -2.905
H48 -3.619 -0.714 -3.619
C17 2.829 4.470 -5.334
C18 1.575 3.600 -5.204
C19 1.875 2.224 -4.637
O9 0.576 4.338 -4.450
H49 3.675 3.847 -5.584
H50 3.121 4.877 -4.299
H51 2.743 5.314 -6.011
H52 1.204 3.479 -6.215
H53 1.998 2.203 -3.565
H54 2.836 1.898 -4.979
H55 1.260 1.434 -5.019
H56 -0.145 3.691 -4.274
C20 -1.823 -3.297 -3.315
C21 -2.876 -3.386 -4.372
C22 -4.055 -4.142 -3.847
O10 -3.462 -2.084 -4.633
H57 -2.165 -2.641 -2.487
H58 -0.895 -2.782 -3.745
H59 -1.538 -4.266 -2.982
H60 -2.455 -3.812 -5.322
H61 -4.410 -3.760 -2.893
H62 -3.798 -5.198 -3.690
H63 -4.813 -4.317 -4.538
H64 -3.020 -1.668 -5.403
C23 -2.241 -2.428 5.980
C24 -2.318 -1.117 5.133
C25 -2.036 -1.320 3.664
O11 -3.556 -0.506 5.418
H65 -2.384 -2.341 7.032
H66 -1.339 -3.010 5.819
H67 -3.029 -3.033 5.541
H68 -1.530 -0.443 5.523
H69 -2.225 -0.376 3.161
H70 -2.706 -2.057 3.200
H71 -0.987 -1.552 3.639
H72 -4.309 -1.111 5.319
C26 -2.027 -3.848 1.323
C27 -0.952 -4.578 2.026
C28 -1.035 -6.100 1.858
O12 0.341 -4.144 1.585
H73 -1.937 -3.990 0.195
H74 -1.857 -2.778 1.521
H75 -3.068 -4.193 1.651
H76 -1.005 -4.330 3.104
H77 -0.364 -6.671 2.551
H78 -0.837 -6.333 0.809
H79 -2.077 -6.407 2.021
H80 0.633 -3.358 2.098
C29 0.973 1.071 3.489
C30 2.257 1.357 2.736
C31 3.499 1.314 3.746
O13 2.364 0.204 1.877
H81 0.955 0.250 4.234
H82 0.197 1.010 2.797
H83 0.678 1.922 4.095
H84 2.274 2.254 2.126
H85 3.120 1.868 4.654
H86 4.396 1.860 3.435
H87 3.843 0.268 3.849
H88 1.762 0.220 1.126
C32 0.264 -1.005 -1.223
C33 -0.331 0.339 -0.789
C34 -1.391 0.110 0.217
O14 0.789 1.098 -0.224
H89 0.844 -1.414 -0.461
H90 1.024 -0.929 -2.108
H91 -0.443 -1.790 -1.507
H92 -0.818 0.879 -1.636
H93 -1.159 -0.657 0.912
H94 -2.315 -0.225 -0.294
H95 -1.634 1.091 0.757
H96 0.582 2.045 -0.129

These are the Mulliken partial charges, in e, on atoms 1 to 99: -0.663 -0.483 0.208 0.323 0.268 0.377 -0.908 -0.207 0.276 0.325 0.282 0.334 -0.510 -0.507 0.265 0.195 0.236 0.302 -0.434 -0.434 0.192 0.424 0.022 0.201 -1.402 0.530 -0.370 -0.183 0.059 0.509 0.329 0.242 0.374 -0.510 0.451 0.289 -0.959 0.418 -0.812 -0.457 0.323 0.392 0.051 0.178 0.215 0.106 0.250 0.272 -1.545 1.240 -0.814 -0.502 0.405 0.302 0.400 -0.036 0.363 0.475 -0.409 0.092 -1.433 2.482 -1.387 -0.613 0.218 0.358 0.418 -1.229 0.325 0.294 0.372 0.382 -1.406 0.780 -1.355 -0.528 0.393 0.239 0.349 0.157 0.287 0.466 0.366 0.260 -0.515 0.457 -1.672 -0.690 -0.419 0.243 0.618 0.380 0.200 0.440 0.501 0.258 -1.539 0.013 0.523